No. 1
Computed, not measured: a molecular structure, C18H20N4O7RuS2, with ωB97M-V/def2-TZVPD.

Summary:
DFT total energy = -2335.02168 hartree
lowest unoccupied orbital energy (alpha / beta) = 2.56 / 2.51 eV
expectation value of S² = 0.76
total charge = -1
multiplicity = 2
E_HOMO (alpha / beta) = -3.78 / -3.94 eV
relative energy (zero: lowest compared OMol25 entry of this formula, charge and spin) = 1.083 eV
gap between HOMO and LUMO (alpha / beta) = 0.23291 / 0.23719 hartree

Last column: Mulliken charge in e.
Cartesian coordinates (Å):
Ru  0.20516  -0.52427  0.79737  1.371
O  3.94827  -1.84924  0.09268  -0.501
C  2.91857  -1.35575  -0.59965  0.465
O  2.46665  -0.25615  -0.37302  -0.621
C  2.43466  -2.27791  -1.70897  -0.461
O  1.10080  -2.64638  -1.53931  -0.284
C  0.91372  -3.74491  -0.65801  -0.577
C  1.15851  -3.49837  0.83319  0.677
O  1.48869  -4.48067  1.48347  -0.745
O  1.01609  -2.31883  1.33553  -0.707
H  4.07190  -1.25977  0.85620  0.387
H  3.09783  -3.14707  -1.77503  0.351
H  2.49292  -1.69920  -2.63336  0.352
H  1.55597  -4.58096  -0.95289  0.338
H  -0.13116  -4.02828  -0.75923  0.275
S  -1.46672  -0.38305  2.18766  -0.501
C  -0.80039  0.24454  3.69859  0.729
C  -1.64435  0.41502  4.79173  -0.760
C  -1.15620  0.89446  5.99822  -0.527
C  0.19402  1.20334  6.11363  -0.477
C  1.03964  1.03480  5.02777  -0.692
C  0.55814  0.56027  3.80739  0.484
S  1.61766  0.38647  2.42387  -0.384
H  -2.69358  0.15931  4.69167  0.384
H  -1.82295  1.01763  6.84296  0.335
H  0.59130  1.57061  7.05268  0.330
H  2.09436  1.26835  5.11921  0.374
C  0.32200  3.64005  -2.43193  -0.675
N  0.89761  3.19860  -1.17037  0.117
C  1.78034  4.10242  -0.44457  -1.004
C  0.36714  2.20466  -0.50241  0.545
N  -0.09401  1.37609  0.15646  -0.467
H  1.13007  3.93102  -3.10497  0.300
H  -0.33429  4.50233  -2.27426  0.313
H  -0.23141  2.81120  -2.86692  0.132
H  2.62313  4.37144  -1.08281  0.326
H  2.15015  3.59783  0.44532  0.322
H  1.25047  5.01311  -0.14910  0.317
C  -2.54901  0.46676  -4.42430  -0.870
N  -2.46825  -0.31141  -3.20769  0.207
C  -3.41617  -1.23619  -2.88509  0.204
C  -3.32097  -1.97245  -1.77172  -1.333
C  -2.16761  -1.77363  -0.89724  0.588
O  -2.02619  -2.44090  0.12751  -0.592
N  -1.26127  -0.79396  -1.22778  0.555
C  -1.35322  -0.09901  -2.36717  -0.248
O  -0.52458  0.73447  -2.76623  -0.854
H  -3.45913  0.19010  -4.95541  0.302
H  -1.68505  0.28113  -5.06258  0.267
H  -2.57268  1.53353  -4.20038  0.227
H  -4.23825  -1.32775  -3.58471  0.260
H  -4.06832  -2.70344  -1.50601  0.445

Cartesian forces, eV/Å:
Ru 0.1 0.9 -0.3
O -0.1 0.0 0.0
C 0.2 0.0 0.1
O -0.4 -0.1 -0.1
C 0.1 0.1 0.0
O -0.1 0.0 0.0
C 0.0 0.1 0.0
C -0.1 0.0 0.3
O 0.0 0.0 0.0
O 0.0 -0.1 -0.4
H 0.0 0.0 0.0
H 0.0 0.0 0.0
H 0.0 0.0 0.0
H 0.0 0.0 0.0
H -0.1 0.0 0.0
S 0.0 -0.3 0.2
C 0.0 0.0 -0.2
C 0.0 0.0 0.1
C -0.1 0.0 -0.1
C 0.1 0.0 -0.1
C 0.0 0.0 0.2
C 0.0 0.0 -0.1
S -0.2 -0.2 0.0
H 0.0 0.0 0.0
H 0.0 0.0 0.0
H 0.0 0.0 0.0
H 0.0 0.0 0.0
C 0.0 0.0 0.0
N 0.1 0.0 0.1
C 0.0 0.0 0.0
C -0.3 0.1 0.1
N 0.4 -0.1 -0.2
H 0.0 0.0 0.0
H 0.0 0.0 0.0
H 0.0 0.0 0.0
H 0.0 0.0 0.0
H 0.0 0.0 0.0
H 0.0 0.0 0.0
C 0.0 0.0 0.0
N 0.1 0.0 0.0
C -0.1 -0.1 0.0
C 0.0 0.0 -0.2
C -0.1 0.1 0.2
O 0.0 -0.1 -0.2
N 0.1 -0.5 0.6
C 0.2 0.1 -0.1
O 0.0 0.0 0.0
H 0.0 0.0 0.0
H 0.0 0.0 0.0
H 0.0 0.0 0.0
H 0.0 0.0 0.0
H 0.0 0.0 0.0

No. 2
Computed, not measured: a single C18H20N6O3 molecule, with ωB97M-V/def2-TZVPD.

Summary:
DFT total energy = -1252.17438 hartree
lowest unoccupied orbital energy = -1.02 eV
SMILES string = Cc1cc2c(c(=O)n1C)C(=O)N(CN1CCN(c3ncccn3)CC1)C2=O
E_HOMO = -8.20 eV
relative energy (zero: lowest compared OMol25 entry of this formula, charge and spin) = 0.000 eV
gap between HOMO and LUMO = 0.26396 hartree

Last column: Mulliken charge in e.
Cartesian coordinates (Å):
O  -1.16257  4.42483  1.46129  -0.691
O  0.59082  2.72117  3.22627  -0.656
O  3.22230  1.07146  -0.08478  -0.631
N  -1.15002  -2.72970  1.14261  -0.483
N  0.50420  -3.01059  -0.45645  -0.481
C  -0.66227  3.80894  0.50959  -0.256
C  0.99380  2.51073  2.08517  0.387
C  2.26597  1.57986  0.48743  -0.038
C  0.70361  2.50469  -1.49056  -0.988
C  0.42136  2.88226  0.86631  1.003
C  1.14286  2.31693  -0.11043  0.873
C  -0.39432  3.27665  -1.80824  0.926
C  0.11798  -2.70581  0.78300  0.457
C  -2.04899  -3.15797  0.29435  -0.157
C  -0.39337  -3.46790  -1.33908  -0.213
C  -1.69945  -3.56405  -0.96712  -0.444
N  -1.03128  4.03691  -0.79511  0.009
N  2.01838  1.63460  1.85380  0.497
N  1.08962  -2.21903  1.65892  0.087
N  2.81162  -0.32477  3.05406  0.270
C  -0.82620  3.39494  -3.25451  -1.480
C  -1.97872  5.13102  -1.15751  -1.075
C  2.93020  1.13862  2.87248  -1.220
C  2.45703  -1.87911  1.10637  -0.525
C  0.58459  -1.41871  2.79265  -0.454
C  3.42746  -1.30337  2.15538  -0.985
C  1.66264  -0.93335  3.74652  -1.038
H  1.23275  1.95560  -2.30405  0.306
H  -3.08441  -3.30488  0.64845  0.368
H  -0.05922  -3.81586  -2.31860  0.402
H  -2.42377  -3.99136  -1.61535  0.396
H  -0.87710  4.45851  -3.53173  0.390
H  -1.81044  2.96124  -3.29271  0.346
H  -0.12374  2.91904  -3.94306  0.345
H  -1.44437  5.96541  -1.62285  0.347
H  -2.51053  5.51902  -0.30138  0.358
H  -2.74621  4.78209  -1.84014  0.352
H  2.75030  1.61659  3.84671  0.432
H  3.95729  1.41768  2.60842  0.304
H  2.92761  -2.75246  0.66614  0.463
H  2.35108  -1.17255  0.31629  0.260
H  0.05133  -0.57903  2.36715  0.265
H  -0.15868  -1.96419  3.38870  0.414
H  3.80944  -2.12907  2.75764  0.407
H  4.23884  -0.86273  1.60461  0.385
H  1.98543  -1.72235  4.41348  0.420
H  1.20846  -0.14862  4.39117  0.346

Cartesian forces, eV/Å:
O -0.2 -0.1 -1.5
O 0.6 0.2 -1.2
O -1.2 0.5 0.9
N -0.7 0.4 2.0
N 1.1 -0.6 -1.1
C -0.5 1.2 4.0
C -1.6 -0.4 5.5
C 1.8 -1.0 -0.4
C 0.6 -0.8 -0.1
C -1.1 1.1 -4.0
C -1.6 0.8 -2.6
C 1.5 0.2 0.7
C 1.1 1.0 -0.9
C -0.4 -0.7 0.3
C 1.0 0.2 1.2
C -0.9 -0.4 -0.6
N 0.4 -1.0 -1.9
N 1.7 0.0 -1.0
N 0.3 -0.5 0.0
N 0.6 0.2 0.4
C 0.3 0.9 0.9
C 0.3 -0.3 0.1
C 0.0 -2.1 0.5
C -0.8 -0.3 0.9
C -0.1 -0.3 -0.1
C -1.2 0.2 0.2
C 0.0 1.9 -0.4
H -0.6 0.6 0.8
H 0.6 0.4 -0.1
H 0.2 0.3 0.3
H -0.6 -0.2 -0.5
H -0.2 -0.3 0.0
H -0.5 -0.2 -0.6
H -0.2 -0.2 0.4
H 0.1 -0.2 0.1
H 0.3 -0.2 0.5
H 0.1 -0.3 -0.2
H -0.5 0.0 -0.6
H -0.2 -0.4 -0.3
H -0.2 -0.3 0.0
H -0.2 0.6 -0.7
H -0.2 0.6 0.0
H 0.2 -0.2 -0.4
H 0.1 0.0 0.2
H 0.4 0.2 -0.1
H 0.3 -0.4 0.0
H 0.2 -0.5 -0.3